1.
Molecular formula: C18H23NO3
Method: DFT, ωB97M-V with the def2-TZVPD basis set

As for the structure (SMILES): CO[C@H]1CC[C@]2(CC1)NC(=O)C(c1cc(C)ccc1C)=C2O. The value obtained for the relative energy (zero: lowest compared OMol25 entry of this formula, charge and spin) is 364.9 kJ/mol. For the HOMO-LUMO gap, the calculation gives 8.763 eV.

Geometry as XYZ:
```
45
Properties=species:S:1:pos:R:3:forces:R:3:mulliken_charge:R:1
O 0.615 -1.445 2.384 -0.100 1.296 -1.833 -0.74
O -0.861 1.848 -0.833 -0.381 -1.703 -0.197 -0.58
O 3.289 -2.127 -3.752 1.094 0.153 -1.495 -0.38
C 0.445 -0.830 1.317 -0.419 -1.294 0.938 0.06
C -0.569 0.163 0.968 -0.645 2.115 -0.303 0.46
C -0.297 0.682 -0.267 0.157 1.486 0.901 -0.83
C -3.316 1.622 4.160 2.782 -0.123 -2.255 -0.89
C -2.400 -0.109 2.663 -1.154 -1.352 0.102 -0.69
C -2.367 2.473 3.486 -0.912 -0.728 1.550 -0.51
C -1.492 0.686 2.004 -0.622 2.238 1.142 0.28
C -3.306 0.307 3.654 0.369 1.630 2.045 0.90
C -1.474 2.051 2.520 -0.078 -0.788 -1.225 1.25
N 1.155 -0.974 0.173 4.070 -2.043 0.332 -0.03
C 3.011 -2.337 -5.120 0.475 -0.430 -0.298 -0.70
C -4.279 -0.588 4.334 -1.105 -1.855 0.066 -1.47
C -0.506 3.111 2.046 -2.562 -1.003 -0.999 -2.16
C 1.171 -1.733 -2.886 -1.752 -0.459 1.174 -0.72
C 3.205 -0.614 -1.986 -0.795 1.919 -1.607 -0.69
C 0.225 -0.782 -2.075 -0.321 -0.921 -2.639 -1.39
C 2.271 0.513 -1.412 0.486 -0.610 3.265 -1.21
C 2.492 -1.108 -3.277 0.216 -0.096 2.579 0.31
C 0.863 -0.083 -0.969 0.959 0.474 2.674 1.88
H -1.792 1.727 -1.157 1.250 -0.121 0.716 0.33
H -3.798 1.879 5.103 -0.212 0.146 -0.596 0.34
H -2.482 -1.172 2.426 0.247 0.179 -0.162 0.32
H -2.202 3.489 3.824 -0.281 0.069 0.134 0.34
H 2.172 -1.288 0.396 -2.491 0.571 -0.990 0.30
H 3.850 -2.924 -5.498 -0.289 -0.205 -0.139 0.30
H 3.005 -1.384 -5.721 -0.322 -0.759 0.642 0.27
H 2.070 -2.910 -5.159 0.271 0.313 -0.725 0.28
H -4.055 -1.663 4.165 0.134 0.533 0.418 0.33
H -5.166 -0.456 3.722 -0.710 -0.068 0.224 0.33
H -4.604 -0.438 5.431 1.029 0.147 -1.761 0.31
H 0.351 2.642 1.727 2.154 -0.765 -1.088 0.41
H -0.288 3.722 2.841 0.660 1.582 1.907 0.66
H -0.964 3.718 1.264 0.237 -0.087 -0.202 0.28
H 1.360 -2.620 -2.126 -0.190 1.400 -2.020 0.15
H 0.599 -2.022 -3.824 0.685 -0.197 1.302 0.37
H 3.330 -1.461 -1.333 0.064 -0.255 0.335 0.25
H 4.227 -0.213 -2.267 -1.187 -0.340 0.462 0.36
H -0.144 0.041 -2.711 -0.071 -0.402 -0.204 0.41
H -0.636 -1.362 -1.738 -0.011 0.082 0.015 0.39
H 2.201 1.345 -2.065 -0.256 0.656 -0.853 0.42
H 2.725 0.909 -0.436 -0.525 -0.331 -1.366 0.40
H 2.370 -0.284 -3.994 0.052 -0.054 0.033 0.32
```
Positions in Å, forces in eV/Å.

=====

2.
Molecular formula: C18H24BBr6CrN6O14
Method: DFT, ωB97M-V with the def2-TZVPD basis set

Its multiplicity is 5. The charge is -1. The value obtained for the relative energy (zero: lowest compared OMol25 entry of this formula, charge and spin) is 220.6 kJ/mol. For the HOMO-LUMO gap (alpha / beta), the calculation gives 6.723 / 6.705 eV.

Geometry as XYZ:
```
70
Properties=species:S:1:pos:R:3:forces:R:3:mulliken_charge:R:1
Cr 0.022 -0.975 0.919 -0.187 -1.154 0.106 0.31
N 0.888 -3.693 -0.786 2.397 -3.930 3.715 0.73
O 0.970 -2.742 -0.001 0.131 2.532 2.305 0.11
O 0.660 -3.492 -1.911 -1.696 1.081 -5.714 -0.66
O 1.209 -4.838 -0.370 -0.489 1.076 -0.332 -0.60
N -0.018 -3.404 3.269 2.849 -3.341 1.483 0.63
O 0.356 -4.484 2.746 -1.179 1.495 0.809 -0.55
O -0.037 -3.251 4.515 -0.655 -0.432 0.169 -0.67
O -0.184 -2.406 2.599 -1.244 3.279 -2.402 -0.55
O -7.754 -1.811 -2.428 -0.439 -0.048 0.380 -0.57
C -6.648 -2.249 -2.418 0.891 -0.062 -0.680 0.60
O -5.906 -2.611 -1.380 -0.355 0.428 0.839 -0.47
B -4.492 -2.741 -1.736 -1.770 -0.863 -2.182 0.96
O -4.535 -2.892 -3.208 -2.159 1.247 -2.154 -0.45
C -5.785 -2.464 -3.698 0.423 -0.265 -1.641 0.58
O -6.206 -2.298 -4.861 2.208 -0.790 3.914 -0.61
O -3.859 -3.953 -1.186 -0.579 0.980 -0.431 -0.47
C -2.785 -3.536 -0.601 3.670 -1.951 4.111 0.58
O -1.945 -4.204 0.050 -2.904 2.341 -2.633 -0.58
C -2.758 -1.978 -0.610 1.948 -0.004 0.049 0.40
O -3.717 -1.519 -1.384 0.900 -0.753 1.445 -0.48
O -1.867 -1.345 -0.037 -1.182 0.130 -0.629 0.09
Br 1.842 4.492 -4.598 0.189 -0.334 0.456 -0.15
C 1.220 3.451 -3.036 -2.371 1.211 -0.377 -0.06
C -0.297 4.062 -2.777 2.242 -1.740 -0.179 -0.71
Br -1.142 2.924 -1.442 0.128 0.413 -0.023 -0.15
H 1.904 3.576 -2.197 -0.229 0.269 -0.124 0.19
H 1.215 2.401 -3.327 -0.233 0.297 0.003 -0.10
H -0.949 3.917 -3.639 0.511 0.313 -0.093 0.49
H -0.212 5.106 -2.474 -0.202 -0.241 0.087 0.41
Br 4.666 -5.299 -0.883 0.131 0.092 0.391 -0.13
C 4.478 -3.527 -1.615 -0.258 0.665 -0.237 -0.67
C 4.432 -2.369 -0.616 -0.141 -0.940 0.461 -0.20
Br 4.014 -0.755 -1.641 0.472 -0.059 0.361 -0.18
H 3.537 -3.533 -2.165 0.139 -0.105 -0.058 0.26
H 5.327 -3.390 -2.285 -0.214 -0.003 -0.048 0.42
H 5.360 -2.270 -0.053 0.146 0.341 -0.408 0.43
H 3.645 -2.475 0.130 -0.282 -0.082 -0.335 0.01
Br 2.121 3.199 0.815 -0.394 1.758 -0.399 -0.08
C 1.709 5.159 0.434 0.849 0.488 -0.121 -0.71
C 2.346 6.074 1.497 -0.425 -0.235 0.248 -0.65
Br 2.022 7.984 1.074 0.050 -0.685 -0.041 -0.19
H 0.658 5.322 0.196 -0.221 -0.451 0.949 0.45
H 2.157 5.498 -0.500 0.517 -0.780 -0.175 0.41
H 3.428 5.948 1.540 -0.160 0.021 -0.249 0.36
H 1.970 5.954 2.513 -0.184 -0.139 -0.244 0.39
C -2.826 -1.317 5.379 -0.749 0.471 -1.145 -0.76
C -3.002 -0.623 4.083 0.483 -0.177 0.693 0.35
N -3.180 -0.048 3.108 -0.083 0.266 -0.291 -0.41
H -3.045 -0.578 6.150 0.276 -0.176 0.165 0.31
H -1.844 -1.784 5.443 -0.046 -0.047 0.012 0.23
H -3.641 -2.041 5.360 0.262 -0.344 0.420 0.27
C 4.233 0.583 2.974 -0.712 -0.469 0.224 -0.98
C 2.953 0.158 2.391 -4.182 -1.764 -1.648 0.57
N 1.915 -0.207 1.945 4.034 1.318 1.424 -0.21
H 4.417 0.029 3.895 -0.189 -0.165 -0.017 0.35
H 4.113 1.626 3.266 0.494 0.101 -0.415 0.28
H 5.035 0.320 2.285 -0.001 0.576 -0.048 0.27
C -2.299 3.213 1.894 0.673 -0.721 -0.435 -0.93
C -1.413 2.039 1.608 -0.640 1.411 0.845 0.17
N -0.684 1.206 1.327 -0.038 -0.724 0.075 0.06
H -2.135 3.890 1.056 -0.477 -0.084 -0.165 0.27
H -2.046 3.804 2.774 0.289 -0.596 0.219 0.33
H -3.323 2.849 1.981 0.047 0.137 -0.188 0.29
C 1.090 -0.368 -3.701 -1.220 0.873 0.260 -1.18
C 0.796 -0.193 -2.263 0.633 -0.339 1.576 0.22
N 0.559 -0.083 -1.131 0.437 0.038 -2.303 0.27
H 0.555 -1.259 -4.029 0.286 -0.063 -0.086 0.25
H 2.105 -0.287 -4.091 0.178 -0.497 0.880 0.38
H 0.608 0.507 -4.138 -0.395 -0.091 -0.424 0.44
```
Positions in Å, forces in eV/Å.

=====

3.
Molecular formula: C18H24Br3N3O10V
Method: DFT, ωB97M-V with the def2-TZVPD basis set

The charge is -1. The value obtained for the relative energy (zero: lowest compared OMol25 entry of this formula, charge and spin) is 311.8 kJ/mol. For the HOMO-LUMO gap, the calculation gives 4.530 eV.

Geometry as XYZ:
```
59
Properties=species:S:1:pos:R:3:forces:R:3:mulliken_charge:R:1
O -20.760 4.649 2.906 -0.440 1.898 -1.839 -0.77
V -21.275 5.956 2.027 3.831 -0.561 5.964 0.84
O -21.934 7.011 3.064 2.101 -5.722 0.916 -0.63
C -23.927 6.629 1.922 -2.851 2.570 0.307 -1.62
C -23.582 5.828 0.760 -0.946 1.670 -1.109 0.52
O -22.194 5.889 0.633 -2.021 -1.423 -3.253 -0.78
H -25.012 6.698 1.997 -0.193 0.015 0.037 0.85
H -23.644 7.680 1.863 0.341 -0.402 -0.364 -0.62
H -23.751 6.132 2.876 2.126 3.083 -2.478 0.74
H -24.113 6.398 -0.002 0.991 -0.029 -0.913 0.40
H -24.120 4.881 0.710 0.852 -0.319 0.124 -0.13
C -21.395 8.829 2.119 1.289 3.171 -1.380 0.68
C -20.695 9.709 1.088 0.281 0.816 -1.881 -0.75
O -21.015 9.650 -0.224 -0.360 -0.931 0.572 -0.82
H -20.893 9.027 3.066 -0.178 -0.144 0.220 0.36
H -21.228 7.783 1.863 1.199 1.366 -1.702 -0.01
H -22.466 9.019 2.178 0.278 -0.108 -0.152 0.28
H -19.622 9.613 1.250 0.966 -0.697 0.255 0.24
H -20.797 10.754 1.383 -0.728 0.789 0.992 0.33
C -23.317 8.023 4.664 -0.503 0.759 0.740 0.21
N -24.194 9.169 4.538 -3.798 1.476 1.325 1.02
O -24.948 9.439 5.540 2.142 -0.323 -2.600 -0.64
O -24.294 9.735 3.445 0.260 -0.576 1.770 -0.52
H -22.931 7.825 3.664 -0.586 0.621 1.327 -0.93
H -23.900 7.193 5.064 0.043 0.317 0.154 0.14
H -22.543 8.312 5.375 0.123 -0.192 -0.158 0.34
C -26.488 7.655 -0.897 1.867 1.280 0.776 -0.83
C -27.156 7.686 -2.031 -2.791 -0.218 -4.230 -0.35
C -27.876 6.600 -2.551 0.734 0.382 -0.223 -0.53
C -27.743 5.401 -1.909 0.208 -0.445 0.535 -0.54
C -26.974 5.308 -0.759 -0.201 0.789 -0.075 -0.45
C -26.373 6.466 -0.259 -0.146 -1.718 1.058 2.32
N -28.446 4.175 -2.372 0.381 1.523 2.368 1.04
O -28.615 3.302 -1.548 0.181 -0.667 -0.083 -0.60
O -28.912 4.230 -3.455 -0.907 -0.507 -2.519 -0.63
H -25.898 8.528 -0.658 0.012 0.011 0.624 0.44
H -27.202 8.469 -2.773 0.342 0.911 0.694 0.33
H -28.355 6.782 -3.502 -0.301 -0.567 0.087 0.44
H -26.925 4.360 -0.244 0.174 0.164 -0.953 0.57
H -25.780 6.456 0.644 -0.686 -0.367 -0.334 -1.00
C -23.133 2.948 1.550 1.724 0.662 -0.509 0.73
C -22.135 3.248 0.578 -0.024 -0.983 0.456 -0.81
C -20.831 2.703 0.672 -1.982 -0.181 -0.465 -0.07
C -20.587 1.776 1.672 -1.588 0.467 0.628 -0.34
C -21.522 1.623 2.707 0.425 -0.331 0.210 -0.52
C -22.740 2.262 2.670 1.825 -0.481 -0.638 -0.29
N -19.308 1.147 1.723 1.759 -0.478 2.727 0.92
O -18.450 1.648 1.027 0.267 -0.711 -0.392 -0.56
O -19.068 0.293 2.622 -0.804 1.226 -2.077 -0.61
H -24.114 3.382 1.673 0.021 -0.050 -1.035 -0.40
H -22.273 3.947 -0.234 -0.382 -0.355 -0.006 0.49
H -20.130 2.951 -0.112 0.195 -0.139 0.224 0.52
H -21.373 1.053 3.612 0.783 -0.263 -0.226 0.44
H -23.464 2.164 3.465 3.022 0.361 -0.276 0.37
C -25.991 3.658 3.530 -0.105 0.548 -0.098 -0.46
Br -25.218 1.881 3.530 -5.497 -0.243 0.863 -0.04
Br -26.862 4.176 1.810 0.546 -1.119 2.348 0.11
Br -24.544 5.037 3.748 -3.747 -5.324 3.555 0.09
H -26.791 3.791 4.257 0.477 -0.298 0.109 0.50
```
Positions in Å, forces in eV/Å.

=====

Among the records above, which one has the highest relative energy (zero: lowest compared OMol25 entry of this formula, charge and spin)? C18H23NO3

=====

What is the relative energy (zero: lowest compared OMol25 entry of this formula, charge and spin) in the second record? 220.6 kJ/mol

=====

Look up the relative energy (zero: lowest compared OMol25 entry of this formula, charge and spin) of the first one. 364.9 kJ/mol

=====

Which of these has the lowest relative energy (zero: lowest compared OMol25 entry of this formula, charge and spin)? C18H24BBr6CrN6O14